Entry 1:
C19H27FN4O4S | ωB97M-V/def2-TZVPD

Energy above the lowest of the compared OMol25 structures with the same formula, charge and spin   0.78 kcal/mol

```
! wB97M-V def2-TZVPD RIJCOSX def2/J DEFGRID3
* xyz 0 1
S 3.7544 -3.4648 -4.4199
F -2.8810 3.0523 3.9302
O 3.9211 -2.0910 -4.7855
O 4.8798 -4.2885 -4.0849
O -2.4851 3.4183 0.4569
O -0.8119 -2.9783 -0.2497
N 2.9745 -4.2918 -5.6213
N -2.9523 1.4870 1.5446
N 2.2084 -4.6156 -2.4580
N 0.2296 -0.9674 -0.2764
C -0.3047 0.4478 1.6836
C 0.1049 -2.2719 -0.6557
C -1.5881 4.6210 2.8367
C -0.0550 6.0828 3.0090
C -1.1005 5.4725 3.9839
C -0.7896 5.3987 1.8236
C -2.6039 2.8019 1.5088
C 1.9511 -2.3952 -2.5969
C 2.6825 -5.9705 -2.6895
C -2.6688 0.5890 2.6668
C 1.3051 -4.2537 -1.5243
C -2.3313 3.5314 2.7801
C -0.8605 -0.3882 0.5200
C 1.1662 -0.0409 -0.8873
C -1.1726 0.4182 2.9444
C 1.1179 -2.8841 -1.5600
C 2.6033 -3.4813 -3.1263
C -3.1132 0.8284 0.2486
C -1.7943 0.4126 -0.3959
H 0.6881 0.0745 1.9441
H -2.0270 -0.1964 -1.2739
H 2.4123 -3.6789 -6.1993
H -1.4204 6.0789 1.2506
H -1.2768 1.3112 -0.7423
H 3.6450 -4.8210 -6.1661
H -3.6414 1.5093 -0.4151
H 2.1646 -0.4701 -0.9271
H -0.7288 4.9414 4.8593
H -0.8313 1.2030 3.6235
H -1.0336 -0.5311 3.4684
H -1.8537 6.1915 4.3109
H 0.9420 5.6759 3.1699
H 2.0731 -1.3934 -2.9656
H -3.7432 -0.0471 0.4140
H 0.0078 7.1683 2.9834
H -0.1749 1.4862 1.3620
H -3.1882 0.9169 3.5619
H 1.2201 0.8553 -0.2736
H 0.8638 0.2610 -1.8937
H 3.7470 -6.0404 -2.4793
H -0.2020 4.8162 1.1160
H 2.5054 -6.2543 -3.7252
H 2.1300 -6.6371 -2.0330
H -1.3960 -1.2488 0.9199
H 0.8329 -4.9787 -0.8829
H -3.1009 -0.3711 2.3876
*
```

Here are the Löwdin charges for atoms 1 to 4, given in e: atom 1 (S): 0.60, atom 2 (F): 0.05, atom 3 (O): -0.29, atom 4 (O): -0.30


Entry 2:
C41H37AsN3O2SY | ωB97M-V/def2-TZVPD

Energy above the lowest of the compared OMol25 structures with the same formula, charge and spin   19.14 kcal/mol

```
! wB97M-V def2-TZVPD RIJCOSX def2/J DEFGRID3
* xyz 0 1
Y -0.9371 -0.0288 -0.1000
As 0.3394 -2.0778 -1.8895
S -1.1942 0.9628 -2.6247
O -3.1642 0.6128 -0.0288
O -2.6937 -1.4434 -0.6125
N 0.4116 -0.2011 1.6872
N 2.7634 -1.7278 0.9573
N -0.2368 2.2163 0.6548
C 1.9442 -4.4741 -2.3667
C -2.5656 -2.9679 -4.8448
C 0.1654 2.1491 2.0538
C 3.4464 -0.5286 1.4345
C 1.7935 -2.2542 1.8488
C 3.7356 -2.6847 0.4553
C 0.9805 0.7999 3.8684
C -3.2856 -0.3423 -0.8525
C 0.2460 3.2721 2.8553
C -5.0383 -0.4682 -2.6770
C 0.5199 0.8751 2.5460
C 0.5283 -4.5377 -0.4196
C 0.6818 3.1738 4.1716
C 1.9157 -6.4242 -0.9593
C 1.7052 -1.3079 -3.0098
C -0.0026 -1.8980 -4.6281
C -3.7789 -0.0933 -2.2376
C 1.0094 -3.8636 -1.5345
C 1.9152 -3.5456 2.3659
C -0.6136 -1.9908 -5.8733
C 0.9637 2.4117 -0.1900
C 3.7519 -0.1906 -3.5485
C -5.3973 -0.2700 -4.0014
C 2.1833 -0.7505 -5.2968
C 1.0534 1.9333 4.6632
C 3.3903 -0.2002 -4.8908
C -3.2184 0.6607 -4.4379
C 0.9400 -4.1054 3.1783
C -1.8886 -2.5282 -5.9751
C 2.9016 -0.7429 -2.6002
C -4.4801 0.2943 -4.8771
C -0.1919 -3.3791 3.5028
C 1.3257 -1.3094 -4.3555
C -2.8374 0.4788 -3.1083
C -0.6884 -2.3574 -3.5006
C 2.3985 -5.7504 -2.0762
C -0.3201 -2.0892 3.0119
C 0.6469 -1.5028 2.1961
C -1.9664 -2.8802 -3.5951
C 0.9789 -5.8211 -0.1351
C -1.2319 3.2623 0.3613
H -2.0801 3.1514 1.0337
H -4.7468 0.4473 -5.9155
H -3.5691 -3.3629 -4.9348
H 2.7370 0.2048 1.8002
H -6.3823 -0.5567 -4.3455
H 1.4030 1.8395 5.6840
H 1.9115 -0.7343 -6.3446
H 3.2365 -3.5549 0.0316
H -0.1861 -4.0598 0.2427
H -1.1929 -1.4940 3.2579
H 1.2675 -0.1631 4.2704
H 1.0734 -5.1129 3.5518
H 0.7303 4.0553 4.7958
H 4.3174 -2.2094 -0.3353
H -1.5737 3.1335 -0.6651
H -0.0362 4.2391 2.4601
H -5.7347 -0.9185 -1.9803
H 2.2727 -7.4211 -0.7344
H 3.1579 -0.7308 -1.5472
H 0.6055 -6.3396 0.7387
H 3.1294 -6.2223 -2.7204
H -0.9658 -3.8045 4.1279
H 4.6911 0.2525 -3.2430
H 2.3210 -3.9480 -3.2362
H 0.6711 2.4515 -1.2404
H 4.1532 -0.7666 2.2425
H 1.4719 3.3436 0.0753
H 4.0528 0.2347 -5.6280
H -2.5002 1.0879 -5.1262
H -2.4990 -3.1906 -2.7051
H -2.3645 -2.5923 -6.9453
H 4.4419 -3.0189 1.2301
H -0.1070 -1.6373 -6.7628
H -0.8088 4.2654 0.4692
H 4.0136 -0.0860 0.6124
H 2.7826 -4.1407 2.1210
H 1.6596 1.5833 -0.0294
*
```

Here are the Löwdin charges for atoms 1 to 4, given in e: atom 1 (Y): 1.31, atom 2 (As): 1.32, atom 3 (S): 0.59, atom 4 (O): -0.07


> energy above the lowest of the compared OMol25 structures with the same formula, charge and spin of number 2 (C41H37AsN3O2SY)?

19.14 kcal/mol


> Which value of energy above the lowest of the compared OMol25 structures with the same formula, charge and spin does entry 2 give?

19.14 kcal/mol


> Look up the energy above the lowest of the compared OMol25 structures with the same formula, charge and spin of the first one.

0.78 kcal/mol